(1)
Below is a structure of composition C40H31BrIrN3O2P2S3, with properties calculated with wB97M-V/def2-TZVPD.

Last column: Löwdin charge in e.
Geometry (Å):
Ir 0.733 -0.710 0.064  0.5051
S -0.915 -1.528 1.431  0.3266
P -0.427 0.086 2.605  0.5131
C 0.530 0.857 1.441  -0.6905
P -0.104 1.949 0.302  0.4913
S -0.826 0.745 -1.209  0.3451
C -1.329 3.180 0.798  -0.3365
C -0.956 4.175 1.703  -0.0737
C -1.886 5.115 2.117  -0.0743
C -3.181 5.076 1.615  -0.0784
C -3.550 4.095 0.707  -0.0765
C -2.628 3.137 0.305  -0.1029
C 1.248 2.985 -0.321  -0.3550
C 2.442 3.075 0.385  -0.1056
C 3.463 3.892 -0.088  -0.0710
C 3.294 4.607 -1.263  -0.0803
C 2.101 4.514 -1.974  -0.0795
C 1.078 3.709 -1.503  -0.0911
C -1.880 0.900 3.294  -0.3339
C -3.127 0.730 2.698  -0.0959
C -4.233 1.389 3.215  -0.0748
C -4.093 2.227 4.312  -0.0755
C -2.849 2.403 4.905  -0.0729
C -1.743 1.733 4.404  -0.0743
C 0.539 -0.384 4.050  -0.3648
C 1.833 0.094 4.203  -0.0993
C 2.581 -0.294 5.309  -0.0643
C 2.034 -1.150 6.252  -0.0768
C 0.735 -1.625 6.100  -0.0764
C -0.015 -1.242 5.001  -0.0841
H 0.061 4.214 2.077  0.1133
H -1.599 5.882 2.825  0.1062
H -3.904 5.819 1.931  0.1047
H -4.560 4.069 0.316  0.1066
H -2.910 2.356 -0.391  0.0713
H 2.576 2.474 1.276  0.0840
H 4.396 3.952 0.459  0.1098
H 4.094 5.237 -1.633  0.1038
H 1.972 5.070 -2.895  0.1046
H 0.151 3.626 -2.059  0.1036
H -3.219 0.085 1.832  0.0830
H -5.204 1.254 2.755  0.1079
H -4.957 2.744 4.712  0.1055
H -2.742 3.055 5.763  0.1063
H -0.775 1.855 4.874  0.1123
H 2.254 0.743 3.446  0.0775
H 3.595 0.068 5.423  0.1088
H 2.620 -1.455 7.110  0.1038
H 0.312 -2.297 6.837  0.1042
H -1.025 -1.616 4.876  0.1125
C 3.295 0.566 -1.647  -0.0317
O 2.214 -0.385 -1.716  -0.2285
C 2.043 -1.003 -2.917  -0.2106
C 2.774 -0.658 -4.038  -0.0461
C 2.567 -1.369 -5.214  -0.6638
Br 3.576 -0.896 -6.741  0.7634
C 1.666 -2.397 -5.291  -0.0653
C 0.913 -2.725 -4.160  -0.0511
C 1.097 -2.008 -2.993  -0.1870
O 0.354 -2.303 -1.870  -0.0681
C -0.059 -3.830 -4.286  -0.2533
N -0.397 -4.348 -5.435  0.1762
C -1.292 -5.358 -5.123  -0.2254
C -1.976 -6.236 -5.965  -0.0180
C -2.823 -7.158 -5.384  -0.0971
C -2.997 -7.218 -3.989  -0.0979
C -2.329 -6.358 -3.141  -0.0226
C -1.477 -5.431 -3.738  -0.1867
N -0.675 -4.435 -3.224  0.1728
H 4.220 0.082 -1.964  0.1152
H 3.388 0.852 -0.611  0.0443
H 3.073 1.430 -2.275  0.1038
H 3.493 0.146 -4.011  0.1007
H 1.509 -2.957 -6.201  0.1104
H -0.413 -1.704 -1.826  0.0428
H -1.838 -6.186 -7.037  0.1105
H -3.367 -7.853 -6.011  0.0977
H -3.670 -7.956 -3.573  0.0986
H -2.462 -6.405 -2.068  0.1080
H -0.528 -4.188 -2.261  0.1468
S 2.356 -1.972 1.305  0.5341
C 3.491 -0.732 1.455  -0.8419
N 4.268 0.121 1.557  0.0670

Properties
energy above the lowest of the compared OMol25 structures with the same formula, charge and spin = 15.8 kJ/mol
HOMO-LUMO gap = 7.7202 eV
LUMO energy = -0.0013 hartree

(2)
Below is a cluster of 2 separate species, C22H28N3O5S in total in a non-equilibrium geometry, with properties calculated with wB97M-V/def2-TZVPD.

Last column: Löwdin charge in e.
Geometry (Å):
C 2.045 3.360 3.612  -0.0920
C 2.865 2.945 2.404  -0.2364
O 1.984 3.030 1.252  -0.0816
C 2.638 2.830 0.076  -0.5094
C 1.734 2.967 -1.088  -0.2198
C 0.490 3.717 -0.857  -0.1322
C 2.423 2.937 -2.365  -0.5025
C 1.674 3.468 -3.594  -0.0422
O 3.563 2.516 -2.530  -0.0295
O 3.840 2.621 0.047  0.0424
H 2.594 3.143 4.531  0.0632
H 1.849 4.439 3.592  0.0708
H 1.085 2.833 3.651  0.0711
H 3.731 3.614 2.236  0.1218
H 3.227 1.900 2.471  0.1236
H 0.315 3.823 0.227  0.0686
H 0.626 4.718 -1.315  0.0701
H -0.384 3.231 -1.326  0.0589
H 0.753 4.024 -3.376  0.0459
H 2.379 4.119 -4.135  0.0703
H 1.447 2.628 -4.271  0.0691
C -4.894 -1.400 4.109  -0.0849
N -4.688 -1.530 2.677  -0.2528
C -5.769 -2.229 1.996  -0.0792
C -3.471 -1.196 2.073  -0.2535
C -2.362 -2.085 2.110  -0.0051
C -1.192 -1.779 1.446  -0.0301
C -1.070 -0.570 0.694  -0.1865
C 0.074 -0.303 -0.151  0.1047
C 0.689 -1.232 -0.955  -0.0176
C 1.980 -0.882 -1.541  -0.3203
O 2.585 0.153 -1.262  0.1206
N 2.561 -1.792 -2.472  -0.0458
C 3.842 -1.373 -3.029  -0.0450
C 2.036 -3.015 -2.854  -0.6851
S 2.724 -4.059 -3.976  0.6809
N 0.843 -3.350 -2.216  -0.0555
C 0.252 -4.623 -2.637  -0.0985
C 0.072 -2.509 -1.377  -0.3326
O -1.053 -2.864 -1.054  0.0704
C -2.109 0.386 0.816  -0.0159
C -3.299 0.062 1.428  -0.0097
H -4.075 -0.833 4.562  0.0900
H -5.845 -0.882 4.287  0.0750
H -4.960 -2.389 4.584  0.0740
H -5.575 -2.294 0.921  0.0900
H -5.894 -3.243 2.403  0.0742
H -6.711 -1.691 2.170  0.0743
H -2.483 -3.045 2.629  0.1187
H -0.331 -2.457 1.495  0.1248
H 0.514 0.692 -0.151  0.1265
H 4.118 -2.126 -3.759  0.0057
H 3.728 -0.404 -3.512  0.1020
H 4.594 -1.349 -2.239  0.1053
H -0.671 -4.799 -2.093  0.0795
H 0.073 -4.589 -3.717  0.0708
H 0.985 -5.412 -2.453  0.0633
H -1.961 1.378 0.364  0.1209
H -4.138 0.771 1.443  0.1162

Properties
HOMO-LUMO gap = 4.1595 eV
charge = -1
LUMO energy = 0.0458 hartree

(3)
Below is a structure of composition C35H43ClN3O5PRbS4 in a non-equilibrium geometry, with properties calculated with wB97M-V/def2-TZVPD.

Last column: Löwdin charge in e.
Geometry (Å):
Rb 0.494 -1.205 0.690  0.9080
N 1.413 -3.220 2.746  -0.0334
C 2.230 -4.425 2.701  -0.2722
C 3.108 -4.399 1.463  -0.2475
N 2.338 -4.492 0.237  -0.0553
C 3.106 -4.059 -0.913  -0.2478
C 2.260 -3.920 -2.167  -0.2687
N 1.293 -2.845 -1.990  -0.0060
H 2.023 -2.403 2.711  0.0337
H 0.857 -3.143 3.587  0.0754
H 1.569 -5.296 2.650  0.1112
H 2.872 -4.547 3.588  0.1045
H 3.808 -5.245 1.509  0.1145
H 3.727 -3.485 1.483  0.1147
H 1.468 -3.972 0.324  0.0765
H 3.896 -4.798 -1.099  0.1163
H 3.621 -3.100 -0.724  0.1063
H 1.717 -4.856 -2.338  0.1085
H 2.932 -3.763 -3.025  0.1053
H 0.818 -2.613 -2.853  0.0324
H 1.794 -1.997 -1.725  0.0179
C -2.125 -3.046 -3.650  -0.5577
C -2.297 -1.732 -4.423  -0.5386
S -1.112 -0.449 -3.961  0.8540
C -2.167 0.983 -3.659  -0.5421
C -3.297 0.831 -2.644  -0.5307
S -2.770 0.281 -1.010  0.8815
C -3.877 -1.094 -0.657  -0.5239
C -3.818 -2.312 -1.581  -0.5179
S -2.156 -2.961 -1.849  0.8676
H -1.156 -3.485 -3.895  0.0580
H -2.870 -3.753 -4.029  0.0747
H -3.309 -1.351 -4.285  0.0531
H -2.211 -1.960 -5.490  0.0689
H -2.600 1.347 -4.596  0.0789
H -1.473 1.754 -3.322  0.0406
H -4.050 0.140 -3.031  0.0591
H -3.797 1.802 -2.577  0.0726
H -4.913 -0.747 -0.614  0.0806
H -3.596 -1.378 0.357  0.0498
H -4.260 -2.056 -2.546  0.0570
H -4.464 -3.083 -1.152  0.0757
Cl -4.710 -1.312 6.585  0.5830
C -3.720 -0.937 5.190  -0.6946
C -3.303 0.390 4.984  -0.1243
C -2.538 0.720 3.908  -0.0021
C -2.114 -0.254 2.925  -0.4030
O -1.419 0.082 1.941  -0.2096
C -2.555 -1.612 3.181  -0.1367
C -2.246 -2.749 2.336  -0.2607
O -1.593 -2.761 1.303  -0.1596
C -3.349 -1.908 4.306  -0.0990
H -3.598 1.152 5.697  0.0968
H -2.212 1.741 3.748  0.0967
H -2.686 -3.703 2.701  0.1189
H -3.665 -2.934 4.464  0.1025
O 4.855 -0.709 0.614  -0.3238
S 3.538 -0.121 0.560  0.3963
O 2.719 -0.324 1.758  -0.4879
O 2.798 -0.408 -0.680  -0.4702
C 3.743 1.681 0.525  -0.2328
C 5.043 2.149 0.667  -0.0595
C 5.317 3.510 0.651  -0.0815
C 4.288 4.415 0.480  -0.0844
C 2.990 3.947 0.334  -0.0998
C 2.689 2.591 0.368  -0.3191
P 0.932 2.067 0.112  1.1036
C -0.007 3.181 1.203  -0.3680
C -1.362 3.386 0.952  -0.1173
C -2.147 4.092 1.848  -0.0882
C -1.601 4.577 3.028  -0.1078
C -0.264 4.344 3.304  -0.0889
C 0.527 3.652 2.398  -0.0828
C 0.711 2.772 -1.564  -0.3533
C 1.329 2.041 -2.582  -0.0977
C 1.307 2.500 -3.890  -0.0905
C 0.633 3.671 -4.206  -0.1043
C -0.004 4.388 -3.207  -0.0959
C 0.045 3.948 -1.890  -0.0937
H 5.834 1.421 0.783  0.1032
H 6.335 3.861 0.764  0.0991
H 4.481 5.480 0.452  0.0986
H 2.188 4.660 0.192  0.1077
H -1.831 2.964 0.070  0.0837
H -3.199 4.233 1.632  0.1028
H -2.220 5.115 3.735  0.0963
H 0.176 4.693 4.229  0.0988
H 1.566 3.470 2.638  0.1065
H 1.850 1.122 -2.338  0.0948
H 1.797 1.920 -4.661  0.1045
H 0.599 4.017 -5.232  0.0966
H -0.534 5.302 -3.445  0.0974
H -0.436 4.526 -1.111  0.0939

Properties
energy above the lowest of the compared OMol25 structures with the same formula, charge and spin = 44.9 kJ/mol
HOMO-LUMO gap = 6.5437 eV
charge = -1
LUMO energy = 0.0718 hartree

(4)
Below is the molecule C3H3FN2OS in a non-equilibrium geometry, with properties calculated with wB97M-V/def2-TZVPD.

Last column: Löwdin charge in e.
Geometry (Å):
C 0.933 -0.099 -0.609  -0.5160
C 0.936 0.065 1.482  -0.2863
C -0.343 0.068 1.114  -0.1260
H 0.236 0.212 -2.353  0.1071
H -1.322 0.381 1.445  0.1134
H -2.650 -1.062 -0.767  0.0193
N 1.851 -0.133 0.367  0.2091
N -0.377 0.113 -0.240  -0.4030
O 1.183 0.022 -1.898  0.0511
F 1.356 0.243 2.775  0.0507
S -1.804 0.191 -1.317  0.7805

Properties
energy above the lowest of the compared OMol25 structures with the same formula, charge and spin = 236.1 kJ/mol
HOMO-LUMO gap = 8.0268 eV
SMILES string = Oc1nc(F)cn1S
LUMO energy = -0.0240 hartree

(5)
Below is a cluster of 2 separate species, C3H9OS in total in a non-equilibrium geometry, with properties calculated with wB97M-V/def2-TZVPD.

Last column: Löwdin charge in e.
Geometry (Å):
C 2.476 0.348 -0.056  -0.2398
O 1.841 -0.699 -0.751  -0.2020
H 1.822 1.231 -0.089  0.0490
H 2.596 0.170 1.014  0.0561
H 3.424 0.548 -0.547  0.0605
C -1.920 -0.219 -1.226  -0.2478
C -1.285 0.754 -0.234  -0.8050
S -0.658 -0.091 1.253  0.1846
H -2.681 -0.797 -0.682  0.0412
H -1.191 -0.989 -1.490  0.0415
H -2.368 0.159 -2.148  0.0443
H -0.462 1.234 -0.786  0.0254
H -1.955 1.537 0.121  0.0150
H 1.036 -0.968 -0.255  -0.0229

Properties
energy above the lowest of the compared OMol25 structures with the same formula, charge and spin = 76.6 kJ/mol
HOMO-LUMO gap = 6.7695 eV
charge = -1
LUMO energy = 0.1524 hartree

(6)
Below is a structure of composition C22H38F12O4P3Ti in a non-equilibrium geometry, with properties calculated with wB97M-V/def2-TZVPD.

Last column: Mulliken spin population.
Geometry (Å):
Ti -8.185 7.674 3.908  2.9775
C -6.113 8.002 9.745  -0.0013
C -6.888 7.822 8.523  0.0117
C -8.450 7.683 8.697  0.0003
O -9.145 7.605 7.684  -0.0111
C -9.017 7.670 10.032  -0.0004
C -8.234 7.832 11.159  -0.0001
C -6.748 8.134 10.937  0.0003
O -5.913 8.423 11.927  -0.0001
O -8.779 7.608 12.349  0.0001
O -6.402 7.696 7.427  0.0000
H -5.042 8.130 9.693  0.0000
H -10.059 7.418 10.160  0.0002
C -14.588 14.798 9.854  0.0000
C -13.225 14.826 9.186  0.0000
C -12.769 13.470 8.743  -0.0001
C -13.719 12.674 7.779  -0.0002
P -14.026 13.505 6.095  -0.0010
C -14.855 12.293 5.015  -0.0001
C -14.794 12.397 3.521  -0.0007
C -15.679 11.343 2.763  0.0002
C -15.420 11.170 1.258  -0.0001
C -15.043 14.947 6.155  -0.0001
C -16.537 14.664 6.627  0.0000
C -17.270 16.020 6.840  0.0000
C -17.387 16.996 5.638  0.0000
C -12.430 13.929 5.311  0.0010
C -11.408 12.769 5.337  0.0058
C -10.015 13.075 4.722  -0.0006
C -9.994 13.583 3.248  0.0016
H -14.552 13.980 10.574  0.0000
H -15.368 14.569 9.128  0.0000
H -14.784 15.787 10.267  0.0000
H -12.457 15.201 9.862  0.0000
H -13.135 15.588 8.412  0.0000
H -12.654 12.925 9.680  0.0000
H -11.807 13.591 8.244  0.0002
H -14.686 12.573 8.270  0.0000
H -13.396 11.638 7.684  0.0002
H -15.846 12.195 5.458  0.0000
H -14.333 11.381 5.305  0.0001
H -13.750 12.232 3.254  0.0005
H -14.968 13.349 3.019  0.0000
H -16.746 11.547 2.856  0.0000
H -15.341 10.416 3.227  0.0001
H -14.370 10.985 1.028  0.0001
H -15.617 12.179 0.896  0.0000
H -16.034 10.439 0.732  0.0000
H -15.088 15.245 5.108  0.0000
H -14.603 15.672 6.840  0.0001
H -16.589 14.073 7.541  0.0000
H -17.094 14.073 5.900  0.0000
H -16.840 16.569 7.678  0.0000
H -18.234 15.667 7.208  0.0000
H -17.605 16.341 4.795  0.0000
H -16.417 17.456 5.450  0.0000
H -18.127 17.797 5.612  0.0000
H -12.023 14.787 5.846  -0.0003
H -12.482 14.125 4.240  0.0004
H -11.726 11.817 4.912  0.0013
H -11.202 12.459 6.362  0.0009
H -9.447 12.172 4.946  0.0030
H -9.654 13.878 5.364  0.0002
H -10.645 14.415 2.983  -0.0001
H -10.587 12.814 2.753  0.0007
H -8.994 13.566 2.813  -0.0003
P -5.073 8.898 0.480  0.0030
F -5.226 10.212 -0.485  -0.0001
F -3.558 8.665 -0.285  -0.0003
F -4.533 9.861 1.669  0.0009
F -4.962 7.646 1.544  0.0010
F -6.504 9.152 1.181  -0.0002
F -5.793 7.974 -0.617  -0.0002
P -11.724 5.683 1.140  -0.0026
F -11.539 5.516 -0.468  0.0000
F -13.301 5.808 1.055  -0.0001
F -11.703 4.099 1.294  -0.0002
F -11.889 5.953 2.751  0.0015
F -10.140 5.568 1.288  0.0038
F -11.402 7.256 1.278  0.0034

Properties
HOMO-LUMO gap (alpha / beta) = 2.3102 / 2.3093 eV
charge = -2
LUMO energy (alpha / beta) = 0.0618 / 0.0618 hartree
spin multiplicity = 4